No. 1
A 2-piece molecular cluster, C3H10N2O overall, computed with the ωB97M-V functional and the def2-TZVPD basis.

LUMO level = 0.03287 Ha
Total energy = -8299.87201 eV
Gap between HOMO and LUMO = 9.65 eV
Energy relative to the best compared isomer or geometry (same formula, charge and spin) = 1.6320 eV

Geometry as ORCA input:
```
! wB97M-V def2-TZVPD RIJCOSX def2/J DEFGRID3
* xyz 0 1
C 1.7649 1.1262 -0.4800
C 1.7840 0.5085 0.7001
N 1.4034 -0.7833 1.0534
H 2.3395 2.0273 -0.6372
H 1.2336 0.7246 -1.3372
H 2.1480 1.0706 1.5577
H 1.9621 -1.1462 1.8108
H 1.3989 -1.4935 0.3336
N -1.6502 0.4190 -1.1995
C -2.2441 -0.5169 -0.2808
O -1.3579 -1.2990 0.5071
H -1.4467 1.3158 -0.7836
H -0.8398 0.0237 -1.6519
H -2.9932 0.0017 0.3254
H -2.7810 -1.2514 -0.8800
H -0.7216 -0.7271 0.9622
*
```



No. 2
C5H8NO2 as an isolated structure at a distorted geometry, computed with the ωB97M-V functional and the def2-TZVPD basis.

LUMO level (spin up / spin down) = -0.07388 / -0.07397 Ha
Total energy = -10892.67451 eV
Gap between HOMO and LUMO (spin up / spin down) = 7.22 / 7.74 eV
Energy relative to the best compared isomer or geometry (same formula, charge and spin) = 5.3791 eV

Geometry as ORCA input:
```
! wB97M-V def2-TZVPD RIJCOSX def2/J DEFGRID3
* xyz 0 2
N 2.7766 -0.9019 -0.2155
C 1.8700 0.1520 -0.0209
C 0.5921 0.4378 -0.6710
C 0.6831 -0.3426 0.7769
C -2.2714 -0.1893 -0.4131
C -1.8295 0.6854 0.6681
O -1.4335 1.8277 0.8510
O -2.0481 -0.3058 1.4500
H -3.0724 -0.8944 -0.1986
H 2.5677 -1.3775 -1.1210
H 2.3750 1.0097 0.3919
H 0.4564 -0.0873 -1.6226
H 0.4683 1.5015 -0.7853
H 0.2652 0.1414 1.6422
H 0.4113 -1.3735 0.6533
H -1.8109 -0.2831 -1.3853
*
```



No. 3
A single C19H27N3O3 molecule, computed with the ωB97M-V functional and the def2-TZVPD basis.

LUMO level = 0.02701 Ha
Total energy = -30755.03487 eV
Gap between HOMO and LUMO = 9.14 eV
Energy relative to the best compared isomer or geometry (same formula, charge and spin) = 1.7045 eV

Geometry as ORCA input:
```
! wB97M-V def2-TZVPD RIJCOSX def2/J DEFGRID3
* xyz 0 1
C 0.3873 3.0401 -2.7110
C 0.1595 4.1005 -1.6392
C 1.0371 3.9245 -0.3815
O 2.4043 4.1837 -0.6359
C 3.1396 3.1330 -1.0996
C 4.2800 3.3940 -1.8444
C 5.0453 2.3472 -2.3276
C 4.6604 1.0398 -2.0890
C 3.5334 0.7684 -1.3311
C 2.7846 1.8120 -0.8054
N 1.6697 1.5967 0.0240
C 1.4530 0.3012 0.6419
C 0.6346 -0.6243 -0.2731
O 1.1115 -1.6066 -0.8022
N -0.6265 -0.1964 -0.4381
C -1.6118 -0.9201 -1.2089
C -2.6817 -1.5424 -0.3124
C -2.0919 -2.6111 0.6097
N -3.1462 -3.2579 1.3749
C -3.5178 -2.5259 2.5763
C -2.5643 -2.9876 3.7041
C -2.0094 -4.3280 3.1994
C -2.7849 -4.5680 1.8890
C 0.7564 2.5682 0.2407
O -0.2666 2.3683 0.8790
H -0.2775 3.2249 -3.5519
H 0.1804 2.0417 -2.3296
H 1.4111 3.0659 -3.0778
H -0.8815 4.0770 -1.3120
H 0.3689 5.0888 -2.0527
H 0.7343 4.6848 0.3495
H 4.5457 4.4218 -2.0332
H 5.9320 2.5569 -2.9053
H 5.2375 0.2214 -2.4897
H 3.2342 -0.2541 -1.1677
H 2.4154 -0.1590 0.8670
H 0.8982 0.4725 1.5693
H -0.9401 0.6065 0.0957
H -2.0773 -0.2330 -1.9232
H -1.0758 -1.6980 -1.7576
H -3.1568 -0.7570 0.2786
H -3.4493 -2.0031 -0.9341
H -1.3204 -2.1601 1.2527
H -1.6044 -3.3671 -0.0100
H -4.5478 -2.7984 2.8234
H -3.4791 -1.4509 2.4094
H -1.7646 -2.2626 3.8545
H -3.1000 -3.0949 4.6455
H -2.1646 -5.1372 3.9102
H -0.9412 -4.2555 2.9938
H -3.7155 -5.1033 2.1010
H -2.2174 -5.1373 1.1544
*
```



No. 4
A 2-piece molecular cluster, C5H7N2O2 overall, computed with the ωB97M-V functional and the def2-TZVPD basis.

LUMO level = 0.13635 Ha
Total energy = -12375.59768 eV
Gap between HOMO and LUMO = 8.05 eV
Energy relative to the best compared isomer or geometry (same formula, charge and spin) = 0.2177 eV

Geometry as ORCA input:
```
! wB97M-V def2-TZVPD RIJCOSX def2/J DEFGRID3
* xyz -1 1
O 1.8460 -1.5462 -0.4532
O 1.4218 0.1942 -1.8560
C 2.0438 -0.8358 -1.4767
C 3.1848 -1.3148 -2.4160
H 2.7611 -2.0144 -3.1560
H 3.6404 -0.4667 -2.9544
H 3.9743 -1.8370 -1.8499
N -3.1858 1.7271 1.9208
C -2.3892 1.8273 0.8685
C -2.7400 0.6218 2.6054
C -1.6647 0.0493 1.9611
N -1.4559 0.8335 0.8541
H -2.4427 2.5919 0.0935
H -3.2163 0.2932 3.5291
H -1.0469 -0.8206 2.1840
H -0.7306 0.6971 0.1456
*
```



No. 5
C52H64N2O2PtSSb2Si2 as an isolated structure at a distorted geometry, computed with the ωB97M-V functional and the def2-TZVPD basis.

LUMO level = -0.22551 Ha
Total energy = -104939.09468 eV
Gap between HOMO and LUMO = 6.16 eV
Energy relative to the best compared isomer or geometry (same formula, charge and spin) = 0.1462 eV

Geometry as ORCA input:
```
! wB97M-V def2-TZVPD RIJCOSX def2/J DEFGRID3
* xyz 2 1
Pt 1.0365 -0.2300 -0.0481
C -3.9913 2.3018 1.5864
Sb -2.3455 0.9829 1.2678
C -2.1620 0.5989 3.3806
C -3.5357 -0.7866 0.8654
C -4.1837 -0.7226 -0.4867
C -5.3567 0.0098 -0.6519
C -5.9668 0.1388 -1.8928
C -5.4080 -0.4785 -3.0000
C -4.2629 -1.2356 -2.8436
C -3.6430 -1.3705 -1.5983
C -2.4648 -2.2705 -1.4729
Sb -0.4915 -1.4081 -1.8175
C 0.2901 -3.2471 -2.5400
C -0.8349 -0.5608 -3.7141
H -4.4719 2.5657 0.6482
H -3.6152 3.2065 2.0630
H -4.6982 1.8092 2.2535
H -3.1372 0.3128 3.7746
H -1.8382 1.5174 3.8702
H -1.4406 -0.1896 3.5917
H -4.2599 -0.7342 1.6783
H -2.8448 -1.6096 1.0129
H -5.8079 0.4724 0.2174
H -6.8848 0.7028 -1.9903
H -5.8749 -0.3899 -3.9716
H -3.8430 -1.7544 -3.6995
H -2.4177 -3.0063 -2.2754
H -2.4187 -2.7749 -0.5127
H -0.4458 -3.6599 -3.2280
H 0.4740 -3.9512 -1.7314
H 1.2149 -3.0659 -3.0771
H -0.9636 -1.4065 -4.3874
H 0.0083 0.0484 -4.0319
H -1.7357 0.0458 -3.6785
O 0.2810 -2.0423 1.0631
S 0.0697 -2.2972 2.5770
C 1.6699 -2.7572 3.3463
C 2.2781 -4.0554 2.9065
C 2.2818 -5.1389 3.7823
C 2.8158 -6.3581 3.3927
C 3.3514 -6.5055 2.1216
C 3.3474 -5.4311 1.2427
C 2.8092 -4.2144 1.6348
C -0.7002 -3.9316 2.7584
C -1.8420 -4.2351 1.8333
C -1.6115 -5.0554 0.7315
C -2.6675 -5.4626 -0.0699
C -3.9572 -5.0288 0.2087
C -4.1878 -4.1903 1.2913
C -3.1346 -3.8019 2.1060
H 1.4439 -2.7821 4.4151
H 2.3058 -1.8969 3.1444
H 1.8757 -5.0271 4.7814
H 2.8115 -7.1915 4.0818
H 3.7758 -7.4532 1.8194
H 3.7722 -5.5421 0.2537
H 2.7902 -3.3837 0.9517
H -1.0188 -3.9168 3.8047
H 0.0900 -4.6686 2.6340
H -0.6060 -5.4082 0.5280
H -2.4862 -6.1300 -0.9023
H -4.7844 -5.3558 -0.4070
H -5.1927 -3.8579 1.5141
H -3.3259 -3.1845 2.9767
C 4.2081 -0.9594 0.9779
Si 3.2229 -0.9803 -0.6022
C 3.2269 -2.6729 -1.3683
C 4.0573 0.1108 -1.8257
H 5.0573 -1.6317 0.8298
H 3.6737 -1.2996 1.8625
H 4.5876 0.0431 1.1823
H 4.1843 -3.1301 -1.1024
H 3.1886 -2.5813 -2.4532
H 2.4340 -3.3439 -1.0536
H 4.9888 -0.4066 -2.0798
H 4.3169 1.0874 -1.4263
H 3.4810 0.2458 -2.7410
N 4.2529 3.1383 4.0561
C 3.4761 2.4436 3.2169
C 2.5988 1.4402 3.6809
C 1.8203 0.7591 2.7902
N 1.8126 0.9992 1.4663
C 2.6598 1.9620 1.0189
C 3.4819 2.6859 1.8314
H 4.2633 2.9419 5.0416
H 4.8943 3.8320 3.7127
H 2.5318 1.2093 4.7355
H 1.1261 0.0128 3.1461
H 2.6449 2.1538 -0.0412
H 4.1205 3.4473 1.4032
O 0.6164 1.3029 -1.1227
Si 0.3772 2.9366 -1.4311
C 0.6054 4.0631 0.0623
C 0.2079 3.7132 1.3592
C 0.3190 4.5937 2.4249
C 0.8397 5.8643 2.2140
C 1.2392 6.2383 0.9400
C 1.1263 5.3472 -0.1201
C -1.3482 3.2385 -2.0794
C -2.2884 3.9861 -1.3669
C -3.5663 4.1969 -1.8676
C -3.9360 3.6430 -3.0846
C -3.0096 2.9169 -3.8214
C -1.7273 2.7331 -3.3264
C 1.5115 3.5757 -2.7650
C 1.0886 4.5310 -3.6950
C 1.9603 5.0312 -4.6526
C 3.2740 4.5869 -4.7024
C 3.7182 3.6484 -3.7826
C 2.8382 3.1576 -2.8295
H -0.1879 2.7256 1.5455
H 0.0067 4.2940 3.4183
H 0.9272 6.5609 3.0378
H 1.6399 7.2290 0.7692
H 1.4492 5.6588 -1.1068
H -2.0088 4.4423 -0.4230
H -4.2703 4.8056 -1.3146
H -4.9342 3.7997 -3.4719
H -3.2800 2.5202 -4.7920
H -0.9930 2.2243 -3.9380
H 0.0680 4.8950 -3.6728
H 1.6109 5.7642 -5.3677
H 3.9506 4.9762 -5.4516
H 4.7435 3.3002 -3.8129
H 3.1882 2.4370 -2.1136
*
```



No. 6
C23H39CaCl2N5O3P as an isolated structure at a distorted geometry, computed with the ωB97M-V functional and the def2-TZVPD basis.

LUMO level = 0.08559 Ha
Total energy = -90851.84629 eV
Gap between HOMO and LUMO = 3.60 eV
Energy relative to the best compared isomer or geometry (same formula, charge and spin) = 0.0000 eV

Geometry as ORCA input:
```
! wB97M-V def2-TZVPD RIJCOSX def2/J DEFGRID3
* xyz -1 1
O 1.4931 -4.4493 0.4454
C 2.2956 -5.1222 1.0516
C 1.9031 -6.2486 1.9596
C 0.5360 -6.4784 2.2058
H -0.2146 -5.8839 1.6757
C 0.1578 -7.4652 3.1158
H -0.9044 -7.6283 3.3190
C 1.1333 -8.2395 3.7683
H 0.8360 -9.0025 4.4919
C 2.4973 -8.0315 3.4901
H 3.2603 -8.6394 3.9860
C 2.8774 -7.0438 2.5805
H 3.9281 -6.8720 2.3244
H 3.3994 -4.9868 0.9239
C 1.9869 0.3233 3.6237
C 1.8639 1.4004 2.6656
H 2.4597 0.5810 4.5898
H 2.5371 -0.5205 3.1644
H 0.9711 -0.0806 3.8260
C 2.0523 2.6778 2.4765
C 2.6713 3.6593 3.4702
H 1.7540 3.1720 1.5487
H 2.9625 3.1391 4.3977
H 1.9691 4.4685 3.7346
H 3.5665 4.1403 3.0439
Ca 0.1547 0.0844 0.7150
Cl -1.6607 -0.2993 2.4543
Cl 1.8262 -1.7772 0.4491
C -1.4537 2.9468 1.5139
O -0.8578 2.3906 0.5648
N -1.8749 4.2199 1.4990
C -1.8075 5.0319 0.2849
C -2.4024 4.8646 2.6970
H -1.6631 2.3887 2.4489
H -1.3213 4.4649 -0.5133
H -1.2487 5.9548 0.4905
H -2.8199 5.3267 -0.0276
H -2.3188 4.1554 3.5287
H -3.4569 5.1445 2.5597
H -1.8303 5.7763 2.9230
H 3.1894 3.1561 -3.3918
H 3.2611 0.8626 -4.6128
C 3.4770 2.6253 -2.4747
C 3.5290 0.4180 -3.6427
N 3.0288 1.2369 -2.5425
H 3.0278 3.1069 -1.6040
C 2.1672 0.7328 -1.6573
O 1.5536 1.4039 -0.7904
H 3.0694 -0.5729 -3.5526
H 1.9967 -0.3568 -1.7301
H 4.5716 2.6546 -2.3978
H 4.6225 0.3185 -3.5920
C -2.7916 0.4934 -4.4695
N -3.1094 -0.7821 -3.7932
C -4.2762 -0.5936 -2.9017
N -4.0719 0.4907 -1.9221
C -3.7436 1.7450 -2.6237
N -2.5642 1.6042 -3.5126
C -1.3173 1.4233 -2.7639
P -1.3940 -0.1510 -1.7495
C -1.9442 -1.3177 -3.0775
C -3.0510 0.1325 -0.9320
H -3.6539 0.7650 -5.0976
H -1.8831 0.3599 -5.0765
H -4.4524 -1.5301 -2.3562
H -5.1397 -0.3339 -3.5336
H -3.5382 2.5358 -1.8862
H -4.6001 2.0189 -3.2597
H -0.4731 1.3612 -3.4707
H -1.1335 2.2759 -2.0902
H -2.1912 -2.2818 -2.6090
H -1.1135 -1.4776 -3.7812
H -2.9622 0.9178 -0.1692
H -3.3477 -0.7838 -0.4021
*
```